7 unconnected molecules or ions with the total composition C6H24IO6 in a non-equilibrium geometry, computed with the ωB97M-V functional and the def2-TZVPD basis.

Bonds (Å) are listed after each position.
Atoms and positions in Å:
1 I 0.74380 0.56836 -0.13444  no bonds
2 C -1.34951 4.98612 3.86961  O3 1.415, H4 1.090, H5 1.090, H6 1.090
3 O -1.13974 3.81161 4.62989  C2 1.415, H7 0.960
4 H -1.63612 5.74842 4.59409  C2 1.090
5 H -0.44414 5.23589 3.31642  C2 1.090
6 H -2.17080 4.84130 3.16775  C2 1.090
7 H -0.62921 3.32793 3.97642  O3 0.960
8 C 1.09006 -2.04351 6.15306  O9 1.387, H10 1.090, H11 1.090, H12 1.090
9 O 0.63516 -2.73495 5.04003  C8 1.387, H13 0.960
10 H 1.08821 -2.66401 7.04921  C8 1.090
11 H 2.12225 -1.73772 5.98226  C8 1.090
12 H 0.50587 -1.15007 6.37346  C8 1.090
13 H 0.71621 -2.16735 4.27006  O9 0.960
14 C 0.24289 0.04344 -6.59237  O15 1.390, H16 1.090, H17 1.090, H18 1.090
15 O -0.34419 1.26289 -6.27341  C14 1.390, H19 0.960
16 H 0.29348 -0.01431 -7.67966  C14 1.090
17 H 1.24413 0.12632 -6.16959  C14 1.090
18 H -0.33270 -0.72762 -6.08025  C14 1.090
19 H -0.34419 1.33767 -5.31633  O15 0.960
20 C 4.65572 4.97652 -3.99635  O21 1.426, H22 1.090, H23 1.090, H24 1.090
21 O 5.14946 4.59249 -2.71533  C20 1.426, H25 0.960
22 H 4.57119 4.03953 -4.54681  C20 1.090
23 H 3.63735 5.35012 -3.88936  C20 1.090
24 H 5.41053 5.63016 -4.43351  C20 1.090
25 H 4.40893 4.15268 -2.29131  O21 0.960
26 C -0.05327 -6.52591 -2.76054  O27 1.448, H28 1.090, H29 1.090, H30 1.090
27 O 0.96143 -5.51208 -2.95511  C26 1.448, H31 0.960
28 H -1.02489 -6.39629 -3.23726  C26 1.090
29 H 0.36546 -7.46800 -3.11441  C26 1.090
30 H -0.16982 -6.61635 -1.68057  C26 1.090
31 H 0.62455 -4.70309 -2.56314  O27 0.960
32 C -5.02614 -1.58648 3.30547  O33 1.449, H34 1.090, H35 1.090, H36 1.090
33 O -4.64405 -1.85457 1.93321  C32 1.449, H37 0.960
34 H -4.87356 -0.55384 3.61927  C32 1.090
35 H -6.10331 -1.74925 3.34175  C32 1.090
36 H -4.45452 -2.23875 3.96569  C32 1.090
37 H -3.72652 -1.58731 1.84209  O33 0.960

Properties
total charge: -1
HOMO energy: -3.9 eV
lowest unoccupied orbital energy: 2.62 eV
energy relative to the best compared isomer or geometry (same formula, charge and spin): 102.89 kcal/mol
HOMO-LUMO gap: 0.239 Eh